[1]
Computed, not measured: the molecule C5H13N3 in a non-equilibrium geometry, with wB97M-V/def2-TZVPD.

ORCA input file:
```
! RIJCOSX wB97M-V def2-TZVPD def2/J DEFGRID3
* xyz 0 1
C -0.07 0.56 0.02
C -0.41 -1.86 0.18
C -1.94 -0.39 -1.30
C -0.63 0.88 1.39
N -0.28 -0.66 -0.63
C 1.80 0.60 0.02
N 2.32 1.75 -0.48
N 2.60 -0.28 0.48
H -0.27 1.41 -0.65
H 3.33 1.75 -0.60
H 1.80 2.19 -1.23
H 2.07 -1.11 0.76
H -0.71 -2.69 -0.46
H 0.55 -2.19 0.59
H -1.12 -1.80 1.01
H -1.64 1.28 1.30
H -2.68 -0.61 -0.53
H -2.09 0.62 -1.68
H -1.98 -1.12 -2.11
H -0.64 0.02 2.06
H -0.01 1.66 1.85
*
```

Calculated values
Energy relative to the best compared isomer or geometry (same formula, charge and spin) ... 65.1 kcal/mol
LUMO ... 0.91 eV
HOMO level ... -8.24 eV
Molecular weight ... 115.180 g mol⁻¹
SMILES ... [H]/N=C(/N)[C@H](C)N(C)C

[2]
Computed, not measured: the molecule C13H16N2 in a non-equilibrium geometry, with wB97M-V/def2-TZVPD.

ORCA input file:
```
! RIJCOSX wB97M-V def2-TZVPD def2/J DEFGRID3
* xyz 0 1
C -3.46 0.78 -0.69
C -2.98 0.66 0.57
C -2.63 0.44 -1.81
C -1.63 0.46 0.72
C -1.32 -0.03 -1.63
C -0.77 0.14 -0.38
C 2.43 -1.49 0.17
C 0.45 2.44 1.02
C 1.12 1.31 0.65
C 1.60 -0.66 -0.85
C 0.66 0.21 -0.13
C 2.59 0.16 -1.70
C -0.11 -2.15 2.07
N 2.04 -1.72 1.31
N 0.92 -1.32 1.98
H -4.47 1.06 -0.96
H -3.64 0.90 1.42
H -3.30 0.46 -2.70
H -1.23 0.41 1.68
H -0.70 -0.22 -2.49
H 3.45 -1.83 -0.16
H 0.86 3.20 1.58
H -0.65 2.71 0.62
H 2.12 1.28 1.04
H 1.18 -1.40 -1.49
H 3.47 0.70 -1.22
H 2.23 1.08 -2.35
H 3.06 -0.52 -2.43
H -0.68 -1.88 2.96
H -0.79 -1.94 1.28
H 0.18 -3.25 1.93
*
```

Calculated values
Energy relative to the best compared isomer or geometry (same formula, charge and spin) ... 143.2 kcal/mol
LUMO (spin up / spin down) ... 0.50 / -0.20 eV
HOMO level (spin up / spin down) ... -6.97 / -7.80 eV
Molecular weight ... 200.285 g mol⁻¹

[3]
Computed, not measured: C3H4LiLuO3 as an isolated structure in a non-equilibrium geometry, with wB97M-V/def2-TZVPD.

ORCA input file:
```
! RIJCOSX wB97M-V def2-TZVPD def2/J DEFGRID3
* xyz 2 1
C -1.33 0.38 0.24
C 0.01 -0.26 -0.05
O 0.99 0.79 -0.21
C 2.24 0.47 -0.47
O 2.56 -0.74 -0.59
O -1.97 -0.12 1.27
H -1.26 1.49 0.22
H -0.04 -0.86 -0.97
H 0.30 -0.92 0.77
Lu 4.68 0.38 -0.97
Li -3.66 -0.74 1.39
H -2.51 0.15 -0.62
*
```

Calculated values
Energy relative to the best compared isomer or geometry (same formula, charge and spin) ... 62.2 kcal/mol
LUMO (spin up / spin down) ... -8.64 / -9.61 eV
HOMO level (spin up / spin down) ... -16.29 / -14.77 eV
Molecular weight ... 269.970 g mol⁻¹

- Which formula does entry 3 have?
  C3H4LiLuO3

- What is the formula in the first record?
  C5H13N3